This record from OMol25 describes a gas-phase ion, C9H8NO3S2 (charge -1) at a distorted geometry. The level of theory is ωB97M-V/def2-TZVPD.

Output
DFT total energy = -1424.50551 Eh
strongest force on any atom = 2.586 eV Å⁻¹
HOMO = -4.4 eV
total charge = -1

Structure (XYZ):
```
23
Properties=species:S:1:pos:R:3:lowdin_charge:R:1
C 3.128 -0.914 1.296 -0.183
C 4.343 -0.457 0.897 -0.431
C 2.072 -0.161 0.751 -0.472
C 2.489 0.881 -0.052 -0.565
C 1.520 1.712 -0.674 -0.132
C 0.245 1.360 -0.441 -0.199
C -1.654 2.278 0.868 -0.732
C -2.317 -1.616 0.150 -0.156
C -1.048 1.904 -0.652 -0.119
N 0.036 -1.631 0.220 -0.365
O -1.870 3.465 1.018 -0.018
O -1.806 1.293 1.572 -0.095
O -1.164 -2.266 0.629 -0.328
S 4.220 0.925 -0.149 0.998
S 0.318 -0.254 0.972 1.134
H 2.984 -1.763 1.941 0.105
H 5.318 -0.837 1.140 0.047
H 1.817 2.514 -1.338 0.105
H -2.282 -1.505 -0.944 0.076
H -2.424 -0.629 0.617 0.050
H -3.159 -2.256 0.426 0.077
H -1.061 2.820 -1.246 0.106
H -1.769 1.175 -1.022 0.096
```

This record from OMol25 describes a molecular structure, C45H36AuN2OP2. The level of theory is ωB97M-V/def2-TZVPD.

Output
DFT total energy = -2739.42922 Eh
strongest force on any atom = 0.432 eV Å⁻¹
HOMO = -10.2 eV
total charge = +1

Structure (XYZ):
```
87
Properties=species:S:1:pos:R:3:lowdin_charge:R:1
Au -0.196 -0.173 -0.800 0.607
O 1.814 2.103 -1.438 -0.053
C 3.077 1.660 -1.086 -0.240
C 4.222 2.320 -1.535 -0.011
C 5.482 1.908 -1.153 -0.049
C 5.631 0.796 -0.333 -0.057
C 4.509 0.073 0.012 -0.088
C 3.215 0.471 -0.366 -0.260
P 1.921 -0.795 -0.114 0.956
C 2.768 -2.206 -0.885 -0.391
C 3.309 -3.270 -0.173 -0.080
C 3.940 -4.309 -0.852 -0.066
C 4.041 -4.284 -2.234 -0.070
C 3.508 -3.216 -2.949 -0.067
C 2.870 -2.185 -2.278 -0.117
C 1.850 -1.135 1.659 -0.375
C 2.470 -0.348 2.621 -0.083
C 2.286 -0.627 3.971 -0.075
C 1.479 -1.683 4.364 -0.072
C 0.844 -2.466 3.405 -0.066
C 1.020 -2.190 2.059 -0.106
C 1.322 3.316 -0.982 -0.233
C 2.061 4.498 -1.026 0.001
C 1.522 5.694 -0.593 -0.052
C 0.218 5.748 -0.119 -0.062
C -0.526 4.586 -0.103 -0.074
C 0.002 3.359 -0.526 -0.271
P -1.118 1.925 -0.419 0.949
C -2.661 2.547 -1.143 -0.387
C -2.826 2.395 -2.521 -0.113
C -3.977 2.855 -3.147 -0.070
C -4.979 3.458 -2.397 -0.070
C -4.824 3.609 -1.026 -0.064
C -3.667 3.161 -0.398 -0.099
C -1.403 1.736 1.371 -0.368
C -0.400 2.108 2.266 -0.087
C -0.517 1.810 3.618 -0.074
C -1.634 1.139 4.093 -0.073
C -2.639 0.768 3.210 -0.067
C -2.524 1.059 1.858 -0.102
H 4.126 3.136 -2.232 0.113
H 6.349 2.448 -1.512 0.116
H 6.612 0.465 -0.017 0.113
H 4.628 -0.849 0.570 0.112
H 3.242 -3.300 0.908 0.106
H 4.358 -5.136 -0.291 0.110
H 4.534 -5.094 -2.756 0.109
H 3.586 -3.188 -4.029 0.111
H 2.445 -1.358 -2.840 0.111
H 3.100 0.483 2.326 0.104
H 2.778 -0.012 4.716 0.110
H 1.338 -1.898 5.416 0.109
H 0.206 -3.286 3.708 0.110
H 0.506 -2.791 1.313 0.097
H 3.064 4.506 -1.410 0.094
H 2.126 6.592 -0.641 0.115
H -0.212 6.680 0.222 0.112
H -1.550 4.621 0.255 0.105
H -2.047 1.916 -3.107 0.105
H -4.093 2.739 -4.217 0.110
H -5.880 3.810 -2.882 0.110
H -5.602 4.083 -0.440 0.111
H -3.555 3.284 0.674 0.106
H 0.479 2.633 1.911 0.107
H 0.271 2.106 4.300 0.109
H -1.724 0.907 5.147 0.109
H -3.517 0.245 3.572 0.109
H -3.315 0.750 1.189 0.086
N -3.174 -0.510 -1.164 0.064
C -3.501 -1.813 -0.735 -0.254
C -4.717 -2.146 -0.200 -0.019
C -4.999 -3.462 0.216 -0.066
C -4.074 -4.452 0.055 -0.036
C -2.806 -4.146 -0.488 -0.152
C -1.817 -5.132 -0.696 0.000
C -0.610 -4.772 -1.216 -0.035
C -0.367 -3.411 -1.481 -0.141
N -1.253 -2.456 -1.293 0.047
C -2.492 -2.812 -0.844 -0.167
H -3.036 -0.447 -2.166 0.093
H -3.881 0.166 -0.905 0.071
H -5.486 -1.384 -0.121 0.116
H -5.973 -3.687 0.632 0.111
H -4.295 -5.476 0.330 0.117
H -2.040 -6.163 -0.447 0.124
H 0.172 -5.495 -1.406 0.111
H 0.606 -3.109 -1.837 0.074
```

This record from OMol25 describes 15 unconnected molecules or ions with the total composition C29H69BN15O31S at a distorted geometry. The level of theory is ωB97M-V/def2-TZVPD.

Output
DFT total energy = -4721.69156 Eh
strongest force on any atom = 1.902 eV Å⁻¹
HOMO = -10.9 eV
total charge = +1

Structure (XYZ):
```
146
Properties=species:S:1:pos:R:3:lowdin_charge:R:1
C -0.083 3.635 -1.238 -0.101
C 0.406 2.229 -1.722 -0.198
C -0.676 1.404 -2.438 -0.250
C -1.952 1.174 -1.638 -0.301
S -1.728 -0.030 -0.268 1.262
C -0.566 -1.322 -0.766 -0.329
C 0.159 -2.015 0.417 -0.179
C 1.649 -1.599 0.338 -0.229
N 2.496 -2.412 1.215 -0.022
C 3.814 -1.762 1.475 -0.131
C 4.329 -0.921 0.301 -0.168
C 4.621 -1.495 -0.915 -0.047
C 5.041 -0.708 -1.966 -0.080
C 5.147 0.647 -1.773 -0.089
C 4.875 1.232 -0.568 -0.011
C 4.454 0.443 0.486 -0.277
O 4.158 1.079 1.676 0.033
B -1.043 1.042 1.115 -0.830
O -1.677 2.244 1.236 0.151
O -0.005 0.690 1.912 -0.009
C -0.340 0.516 3.319 0.009
H -1.162 3.756 -1.306 0.046
H 0.289 3.796 -0.217 0.070
H 0.347 4.437 -1.841 0.076
H 0.855 1.711 -0.861 0.095
H 1.206 2.428 -2.440 0.119
H -0.240 0.484 -2.840 0.075
H -0.967 1.992 -3.316 0.094
H -2.406 2.075 -1.224 0.095
H -2.676 0.693 -2.304 0.084
H -1.169 -2.091 -1.259 0.058
H 0.170 -0.997 -1.503 0.084
H -0.274 -1.771 1.390 0.097
H 0.120 -3.101 0.283 0.120
H 1.683 -0.529 0.564 0.113
H 1.942 -1.809 -0.701 0.122
H 2.731 -3.232 0.658 0.091
H 4.556 -2.490 1.799 0.104
H 3.639 -1.096 2.325 0.109
H 4.491 -2.571 -1.012 0.107
H 5.266 -1.176 -2.919 0.096
H 5.458 1.243 -2.627 0.112
H 4.973 2.307 -0.459 0.124
H 3.223 0.993 1.892 0.090
H -1.000 2.938 1.289 0.126
H -1.148 1.194 3.601 0.084
H 0.561 0.762 3.883 0.110
H -0.584 -0.537 3.470 0.082
C -3.688 4.879 -4.397 0.044
N -2.495 3.984 -4.353 -0.409
O -1.653 4.192 -3.496 0.043
O -2.434 3.095 -5.179 0.067
H -3.595 5.613 -3.603 0.103
H -3.699 5.355 -5.368 0.094
H -4.562 4.258 -4.254 0.088
C -7.949 6.298 -6.381 0.055
N -6.476 6.306 -6.170 -0.423
O -6.009 5.519 -5.362 0.022
O -5.831 7.096 -6.818 0.095
H -8.386 5.543 -5.738 0.094
H -8.319 7.287 -6.130 0.105
H -8.127 6.068 -7.428 0.105
C -4.199 -5.204 -1.253 0.060
N -3.201 -4.100 -1.242 -0.438
O -2.473 -3.980 -2.207 0.068
O -3.178 -3.384 -0.261 0.058
H -4.099 -5.749 -2.185 0.100
H -3.987 -5.844 -0.401 0.106
H -5.184 -4.754 -1.168 0.105
C 7.093 -3.539 -3.295 0.009
N 7.267 -4.812 -4.043 -0.446
O 6.263 -5.414 -4.370 0.057
O 8.404 -5.159 -4.276 0.074
H 6.033 -3.362 -3.163 0.070
H 7.588 -3.648 -2.341 0.082
H 7.549 -2.746 -3.884 0.105
C 4.566 -6.079 -0.268 0.045
N 5.580 -4.991 -0.182 -0.410
O 6.378 -4.891 -1.092 0.055
O 5.541 -4.269 0.796 0.060
H 4.721 -6.629 -1.188 0.105
H 4.701 -6.723 0.597 0.101
H 3.588 -5.609 -0.256 0.084
C -2.443 -0.600 -5.225 0.077
N -1.242 -1.469 -5.083 -0.412
O -0.460 -1.223 -4.182 0.054
O -1.121 -2.368 -5.885 0.067
H -2.417 0.157 -4.451 0.065
H -2.405 -0.142 -6.210 0.102
H -3.318 -1.236 -5.123 0.111
C 0.557 -7.345 1.353 0.052
N 1.931 -7.802 1.029 -0.436
O 2.298 -7.730 -0.130 0.039
O 2.604 -8.213 1.947 0.082
H 0.080 -7.002 0.442 0.091
H 0.018 -8.187 1.779 0.106
H 0.649 -6.535 2.073 0.067
C 0.265 -3.084 4.807 0.033
N 0.350 -4.347 4.032 -0.438
O -0.688 -4.911 3.739 0.053
O 1.465 -4.731 3.742 0.056
H -0.781 -2.863 4.997 0.096
H 0.812 -3.226 5.750 0.070
H 0.728 -2.308 4.200 0.082
C 1.197 -6.195 8.084 0.061
N 0.401 -5.137 7.406 -0.423
O 0.806 -3.989 7.472 0.033
O -0.603 -5.485 6.827 0.086
H 2.058 -5.732 8.553 0.098
H 0.554 -6.661 8.825 0.105
H 1.503 -6.909 7.325 0.106
C -3.725 1.092 5.789 0.050
N -3.376 0.074 6.818 -0.445
O -3.730 0.279 7.958 0.078
O -2.755 -0.896 6.432 0.059
H -4.273 1.899 6.261 0.099
H -2.792 1.452 5.366 0.081
H -4.335 0.600 5.037 0.103
C -0.540 7.738 0.207 0.052
N -1.758 7.507 -0.617 -0.447
O -2.093 8.383 -1.384 0.077
O -2.337 6.448 -0.464 0.039
H -0.134 8.712 -0.035 0.062
H -0.838 7.690 1.250 0.105
H 0.171 6.953 -0.034 0.097
C 1.363 11.988 -1.340 0.051
N 1.544 11.090 -0.166 -0.444
O 1.745 9.908 -0.383 0.036
O 1.479 11.598 0.929 0.081
H 1.447 11.396 -2.244 0.095
H 0.377 12.437 -1.257 0.103
H 2.142 12.744 -1.295 0.103
C -0.520 -1.055 -8.488 0.038
N -1.272 -0.025 -9.257 -0.456
O -0.898 1.127 -9.170 0.065
O -2.212 -0.414 -9.917 0.067
H 0.285 -0.567 -7.950 0.099
H -1.219 -1.523 -7.802 0.059
H -0.128 -1.776 -9.199 0.108
C -3.204 0.179 11.188 0.029
N -3.427 0.521 12.619 -0.457
O -3.322 -0.370 13.435 0.069
O -3.699 1.678 12.867 0.063
H -2.971 -0.878 11.116 0.094
H -4.116 0.411 10.649 0.087
H -2.375 0.784 10.832 0.098
```

This record from OMol25 describes a single C4HF3 molecule at a distorted geometry. The level of theory is ωB97M-V/def2-TZVPD.

Output
DFT total energy = -452.33420 Eh
strongest force on any atom = 12.823 eV Å⁻¹
HOMO (spin up / spin down) = -10.6 / -11.8 eV
total charge = 0

Structure (XYZ):
```
8
Properties=species:S:1:pos:R:3:lowdin_charge:R:1
C -1.752 1.942 -0.213 0.100
C -1.430 1.051 0.489 -0.120
C -0.560 -0.418 0.291 0.165
C 0.896 -0.368 0.010 -0.671
F 1.425 0.764 0.392 0.169
F 1.509 -1.427 0.660 0.104
F 1.147 -0.458 -1.319 0.134
H -1.234 -1.087 -0.311 0.120
```

This record from OMol25 describes a single C27H38N4O7 molecule. The level of theory is ωB97M-V/def2-TZVPD.

Output
DFT total energy = -1797.44423 Eh
strongest force on any atom = 0.808 eV Å⁻¹
HOMO = -8.0 eV
SMILES = COCCNC(=O)CCCn1c(=O)c2cc(OC)c(OC)cc2n(CC(=O)NCCC2=CCCCC2)c1=O
total charge = 0

Structure (XYZ):
```
76
Properties=species:S:1:pos:R:3:lowdin_charge:R:1
C -1.196 -5.832 -0.604 -0.113
H -0.950 -6.572 -1.362 0.089
O -0.561 -4.640 -0.985 -0.187
C -0.796 -3.579 -0.087 -0.210
C -0.091 -2.331 -0.614 -0.128
N 1.341 -2.501 -0.620 0.099
C 2.170 -1.884 0.236 -0.475
O 1.773 -1.100 1.087 0.037
C 3.630 -2.271 0.075 -0.089
C 4.582 -1.126 0.421 -0.149
C 4.562 -0.019 -0.633 -0.113
N 3.259 0.631 -0.702 0.078
C 2.966 1.487 0.341 -0.440
O 3.785 1.743 1.200 0.088
N 1.713 2.054 0.348 0.052
C 0.777 1.793 -0.631 -0.124
C 1.083 0.895 -1.656 -0.063
C 0.117 0.598 -2.614 0.075
C -1.138 1.179 -2.607 -0.186
C -1.425 2.136 -1.602 -0.182
C -0.472 2.411 -0.632 0.058
H -0.714 3.114 0.143 0.095
O -2.635 2.760 -1.626 -0.108
C -2.908 3.771 -0.680 -0.056
H -2.210 4.608 -0.781 0.105
H -3.916 4.112 -0.910 0.101
H -2.879 3.392 0.345 0.093
O -1.962 0.768 -3.610 -0.063
C -3.342 1.061 -3.593 -0.067
H -3.760 0.491 -4.423 0.096
H -3.536 2.124 -3.748 0.093
H -3.811 0.738 -2.661 0.087
H 0.361 -0.106 -3.394 0.138
C 2.386 0.245 -1.705 -0.381
O 2.715 -0.573 -2.544 0.080
C 1.382 2.912 1.466 -0.028
H 1.092 3.907 1.118 0.140
H 2.291 3.004 2.070 0.135
C 0.266 2.346 2.357 -0.493
O -0.661 3.043 2.729 0.042
N 0.432 1.063 2.688 0.099
H 1.181 0.520 2.277 0.115
C -0.421 0.354 3.617 -0.150
H 0.159 0.153 4.525 0.124
H -1.250 1.014 3.881 0.124
C -0.911 -0.979 3.042 -0.127
C -2.179 -0.923 2.228 -0.235
C -3.063 -1.911 2.294 -0.071
C -4.300 -2.004 1.454 -0.199
C -4.219 -1.069 0.252 -0.202
C -3.778 0.309 0.727 -0.177
C -2.363 0.243 1.298 -0.136
H -1.637 0.166 0.481 0.105
H -2.147 1.173 1.827 0.102
H -4.466 0.656 1.501 0.124
H -3.812 1.022 -0.097 0.088
H -3.491 -1.453 -0.466 0.107
H -5.190 -1.012 -0.246 0.109
H -5.171 -1.743 2.066 0.114
H -4.442 -3.038 1.126 0.105
H -2.908 -2.728 2.988 0.108
H -1.058 -1.684 3.863 0.115
H -0.104 -1.372 2.416 0.092
H 5.302 0.742 -0.376 0.130
H 4.765 -0.424 -1.626 0.127
H 5.601 -1.509 0.494 0.118
H 4.303 -0.700 1.386 0.110
H 3.808 -2.609 -0.946 0.118
H 3.814 -3.108 0.756 0.128
H 1.707 -3.144 -1.303 0.151
H -0.430 -2.126 -1.632 0.131
H -0.322 -1.482 0.029 0.102
H -1.874 -3.382 0.003 0.112
H -0.413 -3.833 0.914 0.134
H -2.284 -5.704 -0.556 0.088
H -0.840 -6.178 0.375 0.090
```

This record from OMol25 describes 13 unconnected molecules or ions with the total composition H26O13 at a distorted geometry. The level of theory is ωB97M-V/def2-TZVPD.

Output
DFT total energy = -993.51505 Eh
strongest force on any atom = 5.731 eV Å⁻¹
HOMO = -10.7 eV
total charge = 0

Structure (XYZ):
```
39
Properties=species:S:1:pos:R:3:lowdin_charge:R:1
H 0.660 0.178 0.173 0.023
H -0.277 -1.016 0.200 0.082
H 2.555 -1.825 -0.148 0.045
H 3.279 -0.577 -0.746 -0.003
H 1.022 0.841 1.647 0.018
H 1.893 0.680 2.922 0.028
H 0.167 5.053 0.170 0.011
H 0.271 4.154 -1.072 -0.037
H 3.269 2.785 -1.385 0.006
H 2.004 2.841 -0.589 0.023
H -0.321 -4.602 0.956 0.011
H -1.292 -5.656 1.474 0.098
H -2.799 1.098 -1.612 0.072
H -2.711 -0.353 -2.197 0.023
H 0.277 -1.099 -1.473 -0.023
H -0.146 0.203 -2.095 0.115
H -0.243 2.623 1.331 -0.008
H 0.002 4.000 1.961 0.076
H -2.486 0.872 -3.451 0.066
H -1.142 0.244 -3.382 0.004
H 0.791 -2.575 -2.296 0.054
H 0.149 -2.787 -0.972 -0.032
H -1.534 -2.101 3.349 0.060
H -0.327 -2.933 3.145 0.024
H -0.721 0.890 2.737 -0.034
H -1.248 0.038 1.649 0.037
O 0.373 -0.511 0.731 -0.051
O 2.868 -1.375 -0.940 -0.012
O 1.115 1.036 2.598 -0.030
O 0.211 5.019 -0.789 -0.026
O 2.427 2.426 -1.348 -0.012
O -0.281 -5.420 1.499 -0.117
O -3.342 0.317 -1.907 -0.098
O -0.347 -0.810 -2.129 -0.094
O -0.560 3.513 1.331 -0.029
O -1.594 1.014 -3.100 -0.101
O 0.207 -3.191 -1.802 -0.025
O -1.280 -3.035 3.034 -0.101
O -0.890 0.039 2.524 -0.043
```